ORCA calculation (ωB97M-V with the def2-TZVPD basis set) on an isolated ion of composition C3H3O2 and charge +1.

Relative energy (zero: lowest compared OMol25 entry of this formula, charge and spin) in kcal/mol: 71.3
Electronic energy in eV: -7242.551
LUMO in Ha: -0.2173

Structure (ORCA input):
```
! RIJCOSX wB97M-V def2-TZVPD def2/J DEFGRID3
* xyz 1 1
C -0.02 -0.52 0.75
C -1.25 -0.70 0.74
C 1.17 0.89 -0.69
O 1.03 0.04 0.47
O 0.14 0.96 -1.23
H -2.12 -0.75 1.22
H -1.13 -1.06 -0.31
H 2.18 1.14 -0.95
*
```